1.
The following is a quantum chemistry calculation of 6 unconnected molecules or ions with the total composition C4H18NO7 at a distorted geometry, from OMol25.

Positions of all 30 atoms, in Å:
O (1.289, -0.045, 2.504)
O (1.361, -1.135, -2.196)
O (1.589, 2.879, 2.613)
O (1.943, 1.170, -0.149)
O (-0.514, 1.033, 0.536)
O (1.227, 2.206, -2.766)
O (-0.607, -3.133, -0.508)
N (-2.107, -1.454, -0.668)
C (-1.248, 0.927, -0.624)
C (-0.948, -1.683, 1.422)
C (-2.484, -0.072, -0.458)
C (-1.162, -2.191, 0.030)
H (-2.048, -1.832, -1.607)
H (1.098, -0.272, -1.850)
H (-3.060, 0.283, -1.312)
H (-2.848, 0.215, 0.519)
H (-1.073, -0.613, 1.436)
H (1.668, 2.274, -1.906)
H (1.935, -0.466, 1.926)
H (-1.632, 1.917, -0.948)
H (2.523, 1.258, 0.601)
H (-1.774, -2.057, 2.048)
H (-0.654, 0.472, -1.441)
H (0.857, 2.260, 2.511)
H (0.531, 0.085, 1.903)
H (-0.043, -2.054, 1.887)
H (0.985, 0.910, 0.169)
H (0.596, -1.703, -2.043)
H (2.336, 2.463, 2.202)
H (0.286, 2.088, -2.600)

Computed properties:
- HOMO level (eV) = -4.8
- net charge = -1
- electronic energy (eV) = -20264.118
- energy above the lowest of the compared OMol25 structures with the same formula, charge and spin (kcal/mol) = 36.70

Here are the Mulliken charges for atoms 1 to 4, given in e: -0.6487, -0.7182, -0.6295, -0.6182

***

2.
The following is a quantum chemistry calculation of 7 unconnected molecules or ions with the total composition C4H18NO9 at a distorted geometry, from OMol25.

Positions of all 32 atoms, in Å:
O (-0.628, 2.408, -0.332)
O (1.018, 1.799, -2.308)
O (-3.392, -2.487, -1.016)
O (-1.410, -0.578, 3.176)
O (3.967, -0.235, -1.854)
O (-1.079, 1.645, 1.672)
O (1.328, -1.887, -3.087)
O (-3.469, -0.147, 1.199)
O (-0.543, -1.003, -1.005)
N (0.441, -0.637, 1.018)
C (0.871, 0.723, 0.557)
C (1.988, 1.215, 1.466)
C (-0.386, -1.286, 0.181)
C (-0.353, 1.664, 0.642)
H (2.727, 0.395, 1.494)
H (3.196, -0.629, -2.289)
H (-2.907, 0.465, 0.690)
H (0.173, 1.349, -2.424)
H (-2.169, -0.932, 2.709)
H (3.696, 0.637, -1.553)
H (-1.285, 0.358, 2.872)
H (0.413, -0.890, 2.005)
H (0.767, 2.433, -1.593)
H (-2.766, -2.518, -1.740)
H (0.865, -1.638, -2.269)
H (-0.947, -2.033, 0.773)
H (2.582, 2.041, 1.044)
H (1.266, -1.037, -3.544)
H (-3.800, 0.466, 1.888)
H (1.637, 1.701, 2.372)
H (-3.097, -1.930, -0.284)
H (1.295, 0.569, -0.458)

Computed properties:
- HOMO level (eV) = -5.8
- net charge = -1
- electronic energy (eV) = -24361.163
- energy above the lowest of the compared OMol25 structures with the same formula, charge and spin (kcal/mol) = 18.46

Here are the Mulliken charges for atoms 1 to 4, given in e: -0.8416, -0.6889, -0.6716, -0.7345

***

What is the net charge in the first record?
-1

***

The highest energy above the lowest of the compared OMol25 structures with the same formula, charge and spin belongs to which entry?
C4H18NO7